one) {"formula": "C3H3IN2O", "method": "ωB97M-V/def2-TZVPD", "total_charge": 0, "e_homo_ev": -9.43, "lumo_ev": -1.0, "orbital_gap_ev": 8.4, "spin_multiplicity": 1, "elements": ["I", "O", "N", "N", "C", "C", "C", "H", "H", "H"], "coordinates": [[-3.61790, 0.95177, -2.87919], [-2.46458, -1.97019, -2.91819], [-0.12365, 0.57422, -1.91020], [0.17146, -0.36032, 0.26313], [-0.56331, 0.48280, -0.55322], [-1.19786, -0.15393, -1.82270], [-2.10899, -0.92707, -2.51387], [0.84449, -0.98163, -0.34104], [-0.91867, 1.41740, -0.06029], [-0.42724, -0.89880, 0.87308]]}

---

two) {"formula": "C3H3IN2O", "method": "ωB97M-V/def2-TZVPD", "total_charge": 0, "e_homo_ev": -9.80, "lumo_ev": -0.2, "orbital_gap_ev": 9.6, "spin_multiplicity": 1, "elements": ["I", "O", "N", "N", "C", "C", "C", "H", "H", "H"], "coordinates": [[1.57447, 1.30295, 0.35463], [-0.05634, -0.51865, -1.60275], [-0.75457, 0.40078, -1.79500], [-1.36313, -0.93197, 1.36137], [-1.30947, 1.34193, -1.65577], [1.16289, -0.66037, 1.17216], [-0.23148, -0.85827, 1.28815], [1.48372, -1.47294, 0.44285], [1.65299, -0.59941, 2.28261], [-2.15907, 1.99595, -1.84826]]}

---

three) {"formula": "C3H3IN2O", "method": "ωB97M-V/def2-TZVPD", "total_charge": 0, "e_homo_ev": [-7.76, -7.76], "lumo_ev": [-0.4, -0.4], "orbital_gap_ev": [7.4, 7.4], "spin_multiplicity": 1, "elements": ["I", "O", "N", "N", "C", "C", "C", "H", "H", "H"], "coordinates": [[-4.48438, 0.05193, -0.08732], [0.29931, 2.03560, 0.23745], [-0.35772, 0.80266, 0.24367], [-1.80784, -1.15994, 0.14844], [-2.69905, -0.55956, 0.70915], [-0.57526, -1.45053, 0.00285], [0.30871, -0.19445, -0.12968], [-0.30230, 2.72846, 0.62789], [1.34456, -0.44020, -0.50941], [-0.24591, -2.48304, -0.12728]]}

---

Ranking the structures above by energy, one) is first and the second is 120.6 kJ/mol behind.